--- A ---
Computed, not measured: a 2-piece molecular cluster, C6H14N3S overall, with the ωB97M-V functional and the def2-TZVPD basis.

Properties
**LUMO (alpha / beta)**: -4.8 / -4.8 eV
**Gap between HOMO and LUMO (alpha / beta)**: 0.3252 / 0.3252 hartree
**Net charge**: +1
**HOMO (alpha / beta)**: -13.66 / -13.66 eV

Last column: Mulliken charge in e.
CARTESIAN COORDINATES (ANGSTROEM)
C (1.779, -0.571, -1.918)  -0.077
C (-0.525, -0.965, -2.791)  0.087
C (0.556, 0.916, 2.181)  -1.806
C (-0.474, 1.589, -0.064)  -1.830
C (-1.673, -0.036, 1.515)  -1.513
C (-0.304, 0.517, 1.078)  1.828
N (0.737, -0.822, -2.609)  -0.224
N (1.879, -0.560, -0.566)  -0.295
N (0.054, -0.688, 0.421)  -0.377
S (-1.332, -2.123, -1.958)  -0.053
H (2.703, -0.513, -2.505)  0.411
H (-1.029, -0.661, -3.743)  0.324
H (1.629, 1.009, 1.855)  0.345
H (0.300, 1.781, 2.638)  0.476
H (0.493, 0.095, 2.867)  0.502
H (-1.199, 2.287, 0.147)  0.545
H (-0.796, 1.114, -0.926)  0.448
H (0.488, 2.128, -0.261)  0.310
H (-1.828, 0.315, 2.473)  0.448
H (-2.434, 0.279, 0.784)  0.354
H (-1.675, -1.124, 1.447)  0.386
H (2.521, -0.139, -0.001)  0.226
H (0.537, -1.260, 1.037)  0.302
H (-0.405, -2.566, -1.100)  0.186

--- B ---
Computed, not measured: an isolated ion of composition C6H14N3S and charge +1, with the ωB97M-V functional and the def2-TZVPD basis.

Properties
**LUMO**: -3.3 eV
**Gap between HOMO and LUMO**: 0.3403 hartree
**Net charge**: +1
**HOMO**: -12.57 eV

Last column: Mulliken charge in e.
CARTESIAN COORDINATES (ANGSTROEM)
C (-1.801, 1.209, 0.417)  -0.784
C (-0.888, 0.852, -0.728)  -0.039
C (0.379, 0.968, 2.121)  0.200
C (-0.256, 2.237, -1.410)  -1.334
C (1.017, -2.290, 0.289)  -1.368
C (-0.097, -1.440, -0.307)  -0.452
N (1.769, 0.085, 3.834)  -0.994
N (1.038, 0.593, 3.060)  0.679
N (0.161, -0.092, -0.247)  0.077
S (-0.979, 1.887, 1.949)  -0.081
H (-2.678, 1.867, 0.314)  0.426
H (-2.328, 0.359, 0.930)  0.393
H (-1.496, 0.255, -1.426)  0.329
H (0.523, 0.223, 0.758)  0.214
H (-1.125, 2.876, -1.482)  0.413
H (-0.064, 2.104, -2.416)  0.451
H (0.438, 2.629, -0.727)  0.386
H (0.659, -3.380, 0.393)  0.349
H (1.856, -2.291, -0.331)  0.423
H (1.263, -2.043, 1.244)  0.406
H (-0.848, -1.718, 0.422)  0.277
H (-0.501, -1.661, -1.336)  0.428
H (2.733, 0.425, 3.863)  0.283
H (0.871, -0.049, -0.947)  0.319

B comes first in stability; the runner-up is 81.0 kJ/mol higher.